Entry 1:
C2H10N3O3P2 | ωB97M-V/def2-TZVPD

Structure (XYZ):
```
20
Properties=species:S:1:pos:R:3:forces:R:3:lowdin_charge:R:1
P -2.262010 0.306291 0.068818 3.3 -2.5 0.3 0.215
P 0.844662 0.449419 0.821915 -1.0 1.5 0.8 0.540
O -3.359848 1.105405 0.542164 -2.2 1.7 2.0 -0.358
O 3.635461 1.916624 0.079924 1.0 -1.0 1.7 -0.067
O -1.758504 0.699497 -1.292846 0.7 -0.6 -0.8 -0.387
N -0.775471 0.048926 1.108793 -3.8 1.1 -0.4 -0.346
N 1.473530 -0.410770 1.951124 2.1 -0.7 1.5 -0.341
N 0.622542 -0.169952 -0.838045 1.6 -0.5 -1.1 -0.194
C 1.372064 -0.527511 -1.824427 -2.1 -0.9 1.0 -0.036
C -2.705498 -1.481417 0.217778 0.5 0.6 -1.7 -0.211
H -0.324510 0.164181 -1.148518 -0.6 0.8 -0.2 -0.017
H -2.737716 -1.759801 1.292322 -0.3 0.0 -0.9 0.033
H 4.085861 2.677768 0.427627 0.2 0.5 0.3 0.022
H 0.821726 -0.503999 -2.752566 0.6 0.1 -0.7 0.068
H -1.884632 -2.036288 -0.351314 -1.2 0.4 0.9 0.044
H -1.171386 0.023739 2.066774 1.3 0.1 -0.7 0.042
H -3.656147 -1.467308 -0.367617 0.4 -0.9 0.8 0.030
H 2.322512 0.020506 2.356755 -0.5 -0.4 -0.7 -0.083
H 2.142041 -1.238863 -1.615253 1.1 0.2 -0.2 0.058
H 3.315327 2.183550 -0.743413 -1.0 0.6 -2.0 -0.011
```
Positions in Å, forces in eV/Å.

The value obtained for the HOMO energy (spin up / spin down) is -3.3 / -3.3 eV. As for the multiplicity: 1. For the HOMO-LUMO gap (spin up / spin down), the calculation gives 6.234 / 6.231 eV. Its total charge is -1.


Entry 2:
C3H5N3O | ωB97M-V/def2-TZVPD

Structure (XYZ):
```
12
Properties=species:S:1:pos:R:3:forces:R:3:lowdin_charge:R:1
O -0.668620 0.463178 -2.635065 -0.2 -0.1 0.3 0.050
N -0.345021 -0.455675 2.024842 -1.2 -0.5 1.2 0.083
N 1.075431 -0.087911 0.365204 -0.4 -0.7 2.6 0.062
N -1.047084 -0.059216 -0.354895 0.2 -0.1 -0.1 0.164
C -0.190982 0.217540 -1.388536 0.5 0.1 0.2 -0.415
C -0.216974 -0.245228 0.642618 -0.3 0.6 0.5 -0.515
C 1.132043 0.228927 -0.991015 0.1 0.3 0.0 -0.037
H -0.472222 0.338532 2.636557 0.1 0.7 -0.5 0.091
H 1.391903 -0.190622 1.455034 1.1 0.5 -3.7 0.224
H -1.083379 -1.068028 2.318084 -0.2 -0.6 -0.3 0.084
H 2.041051 0.419747 -1.524075 0.0 0.0 -0.1 0.100
H -1.634151 0.440611 -2.541716 0.2 0.0 -0.1 0.108
```
Positions in Å, forces in eV/Å.

The value obtained for the HOMO energy is -8.0 eV. Its SMILES is Nc1nc(O)c[nH]1. As for the multiplicity: 1. For the HOMO-LUMO gap, the calculation gives 8.835 eV.


Entry 3:
C2H6INO2S | ωB97M-V/def2-TZVPD

Structure (XYZ):
```
13
Properties=species:S:1:pos:R:3:forces:R:3:lowdin_charge:R:1
I -2.881247 0.932921 0.242311 0.2 -0.4 0.1 0.911
S -0.254556 -1.033685 0.132274 -1.4 -0.5 -0.6 0.519
O -1.173323 -1.795951 0.937404 0.4 0.7 0.4 -0.361
O 0.033606 -1.606759 -1.167423 0.5 0.9 0.7 -0.315
N -0.900942 0.541167 -0.026582 -0.5 -1.4 1.3 -0.802
C -0.274095 1.329788 -1.021711 -0.7 -0.3 -1.6 -0.268
C 1.289485 -0.720560 1.076161 -1.0 0.0 -1.6 -0.108
H 0.630270 0.799093 -1.185901 1.2 0.1 -0.9 0.053
H 2.079175 -0.505221 0.296306 -0.8 0.0 1.3 0.087
H 1.005662 0.061029 1.797595 0.6 -0.3 -0.4 0.072
H -0.875765 1.394229 -1.965795 0.7 -0.1 0.6 0.091
H 1.393812 -1.694794 1.543831 0.5 0.0 0.2 0.057
H -0.072079 2.298748 -0.658468 0.2 1.3 0.4 0.064
```
Positions in Å, forces in eV/Å.

The value obtained for the HOMO energy is -9.3 eV. As for the multiplicity: 1. For the HOMO-LUMO gap, the calculation gives 8.728 eV.


These records have E_tot values of -1154.97062; -356.78738; -980.85528 Eh, in the order they appear.